Here is 2 unconnected molecules or ions with the total composition C5H8O2 from the Open Molecules 2025 dataset. Energies are from ωB97M-V with the def2-TZVPD basis set.

The geometry in ORCA input format:
```
! wB97M-V def2-TZVPD RIJCOSX def2/J DEFGRID3
* xyz 0 1
C 1.090 -0.697 -0.627
C 0.649 0.414 -1.215
O -0.616 0.921 -1.091
C -1.494 0.119 -0.351
C -1.364 0.069 1.147
C -0.999 -1.128 0.310
O 0.345 -1.501 0.192
H 2.105 -1.053 -0.747
H 1.282 1.027 -1.844
H -2.481 0.113 -0.803
H -0.526 0.622 1.564
H -2.258 0.041 1.762
H -1.640 -2.003 0.321
H 3.222 1.746 0.828
H 2.684 1.311 0.554
*
```

Summary:
* SMILES: C1=CO[C@@H]2C[C@@H]2O1.[H][H]
* E_LUMO: 0.0386 Ha
* E: -9406.3668 eV
* gap between HOMO and LUMO: 0.341 Ha
* HOMO level: -8.23 eV

Here are the Mulliken charges for atoms 1 to 8, given in e: number 1, C, carries -0.2324; number 2, C, carries -0.2115; number 3, O, carries -0.3727; number 4, C, carries -0.0454; number 5, C, carries -0.6573; number 6, C, carries -0.0499; number 7, O, carries -0.3732; number 8, H, carries 0.3865